[1]
Molecular formula: C6H16NPS
Method: DFT, ωB97M-V with the def2-TZVPD basis set

```
25
Properties=species:S:1:pos:R:3:forces:R:3:nbo_charge:R:1
C -1.7824 -2.1702 -0.4437 1.1 1.3 -0.4 -0.636
C 0.3988 3.7868 -1.2251 -2.1 -0.3 -2.7 -0.377
C 1.3044 -2.1720 0.4803 -2.4 2.7 2.1 -0.409
C 2.0933 -0.0060 -0.1820 -5.2 0.9 -2.1 -0.389
C -1.9014 -0.5799 -0.3658 -0.5 -0.6 -1.2 -0.754
C 0.2282 3.3090 -0.0315 0.8 1.0 1.1 -0.403
N 0.9840 -0.7223 0.5250 -0.1 -0.4 -1.0 -0.747
P -0.5991 0.0243 0.8415 2.0 1.0 -1.6 0.857
S -1.2143 -1.0310 2.4844 -0.5 -0.5 1.2 -0.326
H -2.4512 -2.4321 -1.1812 -1.6 -1.0 -1.8 0.209
H -0.8019 -2.6001 -0.7694 -0.7 1.0 0.2 0.210
H -2.0758 -2.7401 0.4114 -0.2 0.2 1.0 0.215
H 1.1768 4.3887 -1.4651 2.7 1.6 -0.5 0.172
H -1.5642 0.0879 3.1544 0.2 -0.3 -0.1 0.160
H -0.2742 3.7007 -2.1343 0.4 -0.4 1.5 0.183
H 1.6809 -2.5454 -0.3910 0.7 -0.8 -2.8 0.182
H 2.0029 -2.2654 1.2272 2.0 -0.7 1.7 0.189
H 0.4385 -2.6594 0.8274 -0.8 -1.2 0.2 0.196
H 1.8425 -0.0530 -1.3472 1.0 0.4 2.2 0.168
H 2.0224 0.9847 0.2232 0.4 0.9 -0.5 0.211
H 3.0117 -0.4128 0.0053 2.3 -1.3 0.6 0.190
H -2.9635 -0.2266 0.0095 2.2 -0.9 -0.4 0.244
H -1.8518 -0.1199 -1.4881 0.4 -1.0 2.7 0.235
H -0.7071 2.8360 0.1005 -0.4 -0.8 1.2 0.211
H 1.0028 3.6183 0.7343 -1.4 -0.9 -0.6 0.209
```
Forces are in eV/Å.

Computed properties:
**SMILES**: CCP(S)N(C)C.C=C
**Energy**: -28092.6165 eV
**Energy relative to the best compared isomer or geometry (same formula, charge and spin)**: 2.688 eV
**HOMO-LUMO gap**: 9.017 eV
**Highest occupied orbital energy**: -0.302 Eh
**Total charge**: 0
**LUMO**: 0.80 eV
**Maximum force**: 5.64 eV Å⁻¹

***

[2]
Molecular formula: C2H4ClNO2
Method: DFT, ωB97M-V with the def2-TZVPD basis set

```
10
Properties=species:S:1:pos:R:3:forces:R:3:nbo_charge:R:1
C 0.0441 -1.4517 0.1000 -4.1 -0.6 2.8 0.708
C -1.4581 -0.1290 0.7601 3.8 -1.0 -2.5 0.034
N 0.4330 -1.1038 -1.1017 1.1 1.0 -2.3 -0.833
O 0.1190 -2.4924 0.7403 0.7 2.4 -1.4 -0.583
O -0.8464 1.1114 0.8718 -2.4 2.0 -0.4 -0.720
Cl -2.7584 -0.2479 -0.4865 0.5 0.2 1.0 -0.083
H -1.6205 -0.5453 1.7116 -1.1 -0.8 0.9 0.181
H 0.1550 -0.3014 -1.6537 -0.7 0.4 1.3 0.415
H 1.0993 -1.5544 -1.7056 0.3 -1.2 0.7 0.401
H -1.5586 1.8717 0.9166 1.9 -2.2 -0.1 0.480
```
Forces are in eV/Å.

Computed properties:
**Energy**: -20244.4346 eV
**Energy relative to the best compared isomer or geometry (same formula, charge and spin)**: 1.788 eV
**HOMO-LUMO gap**: 9.294 eV
**Highest occupied orbital energy**: -0.320 Eh
**Total charge**: 0
**LUMO**: 0.58 eV
**Maximum force**: 5.03 eV Å⁻¹

***

[3]
Molecular formula: C5H14
Method: DFT, ωB97M-V with the def2-TZVPD basis set

```
19
Properties=species:S:1:pos:R:3:forces:R:3:nbo_charge:R:1
C 0.8884 -0.6260 1.2320 1.6 -1.5 0.8 -0.380
C 1.9401 -1.4168 0.3884 -1.6 1.1 -0.6 -0.608
C 0.1465 -1.6169 2.2299 1.6 1.0 -1.6 -0.642
H 0.1654 -0.1779 0.5953 -0.6 0.2 -0.7 0.190
H 1.3432 0.2360 1.7627 0.0 -0.7 0.0 0.186
H 2.6266 -0.7189 -0.0726 0.3 0.0 -0.2 0.203
H 2.4874 -2.1244 1.0001 0.0 -0.2 -0.1 0.204
H -0.7763 -1.7930 1.6940 -1.0 0.3 1.3 0.219
H 0.3490 -1.1091 3.1636 -1.6 -0.3 0.6 0.225
H 1.3404 -1.8747 -0.4408 0.9 -0.2 0.7 0.203
H 0.5722 -2.6172 2.3195 0.6 0.2 -0.2 0.200
C -1.1705 2.0526 -2.4862 -0.7 1.1 -1.4 -0.620
C -1.6834 1.5038 -1.1972 -0.1 0.6 2.4 -0.623
H -0.7242 3.0437 -2.4835 0.3 0.2 0.9 0.209
H -0.4351 1.4486 -2.9857 0.2 -0.7 -0.1 0.207
H -1.9721 2.2673 -3.2098 -0.1 -0.6 0.1 0.205
H -2.3328 2.1715 -0.5958 0.7 0.7 -0.5 0.208
H -0.8646 1.2258 -0.4816 -0.8 0.0 -0.8 0.203
H -2.4400 0.7414 -1.2481 0.3 -1.2 -0.7 0.212
```
Forces are in eV/Å.

Computed properties:
**SMILES**: CCC.CC
**Energy**: -5410.9006 eV
**Energy relative to the best compared isomer or geometry (same formula, charge and spin)**: 1.149 eV
**HOMO-LUMO gap**: 11.745 eV
**Highest occupied orbital energy**: -0.393 Eh
**Total charge**: 0
**LUMO**: 1.05 eV
**Maximum force**: 2.50 eV Å⁻¹

***

[4]
Molecular formula: C23H41N2P3PrS
Method: DFT, ωB97M-V with the def2-TZVPD basis set

```
71
Properties=species:S:1:pos:R:3:forces:R:3:lowdin_spin:R:1
Pr 0.2869 -0.2178 -0.4673 0.2 0.7 1.2 2.046
P -1.5621 2.0348 -0.1895 -1.3 1.4 -0.2 -0.006
P -2.1329 -1.4449 0.8309 -1.0 -0.5 0.7 -0.008
P 2.0386 1.8463 -1.5893 1.0 1.0 -1.1 -0.009
H -1.0033 -2.7121 -1.9295 0.4 -0.3 0.1 0.000
C 0.0553 -2.4597 -2.0615 1.1 -1.0 0.6 -0.005
C 1.0694 -2.8124 -1.2115 -0.9 -0.1 -1.3 0.001
H 0.9660 -3.5091 -0.3726 -0.2 0.5 -0.1 0.000
C -2.6964 2.1470 -1.6305 0.2 -0.3 -0.1 -0.001
C -2.7811 2.2375 1.1712 0.2 -0.3 0.3 -0.001
C -0.8900 3.7444 -0.1559 0.4 -0.2 0.0 -0.001
C -1.7861 -3.2423 0.9441 0.3 -0.1 -0.3 -0.001
C -2.6253 -1.1193 2.5733 0.3 0.5 0.1 -0.002
C -3.7660 -1.4125 0.0006 0.1 0.2 -0.5 -0.001
C 3.4324 0.8407 -2.2498 -0.3 -0.4 0.2 -0.001
C 3.0244 3.2771 -1.0303 -0.2 0.1 0.7 -0.002
C 1.3004 2.5639 -3.1148 -0.4 -0.4 0.1 -0.001
H 0.3213 -2.0140 -3.0263 -0.1 0.2 0.4 0.000
H 2.0910 -2.4702 -1.4351 -0.2 -0.4 -0.1 0.000
H -3.3286 3.0423 -1.5336 0.2 -0.3 0.0 0.000
H -3.3298 1.2513 -1.6739 0.1 0.2 -0.1 0.000
H -2.1094 2.2125 -2.5556 -0.2 0.0 0.1 0.000
H -3.2623 3.2195 1.0565 0.1 -0.3 0.0 0.000
H -2.2741 2.2145 2.1426 -0.2 0.0 -0.1 0.000
H -3.5433 1.4527 1.1492 0.1 0.2 0.0 0.000
H -1.7368 4.4436 -0.0989 0.3 -0.2 -0.1 0.000
H -0.2835 3.9593 -1.0416 -0.2 0.0 0.2 0.000
H -0.2675 3.8763 0.7364 -0.1 0.1 -0.1 0.000
H -2.7269 -3.8069 0.9625 0.3 0.1 0.0 0.000
H -1.2219 -3.4423 1.8621 -0.1 0.0 -0.2 0.000
H -1.1777 -3.5659 0.0894 -0.4 -0.2 0.3 0.000
H -3.6261 -1.5310 2.7636 0.3 0.0 -0.1 0.000
H -2.6427 -0.0421 2.7729 -0.1 -0.2 0.0 0.000
H -1.9082 -1.5758 3.2651 -0.2 0.1 -0.2 0.000
H -4.4680 -2.1031 0.4939 0.3 0.2 -0.1 0.000
H -3.6378 -1.7152 -1.0494 -0.2 0.0 0.2 0.000
H -4.1836 -0.3942 0.0120 0.1 -0.4 0.0 0.000
H 3.8518 1.3564 -3.1197 -0.1 -0.1 0.1 0.000
H 3.1169 -0.1641 -2.5613 0.2 0.2 -0.1 0.000
H 4.1990 0.7589 -1.4744 -0.1 0.0 -0.1 0.000
H 3.5334 3.7280 -1.8953 -0.2 -0.2 0.2 0.000
H 3.7713 2.9255 -0.3105 -0.1 0.2 -0.1 0.000
H 2.3807 4.0242 -0.5556 0.2 0.0 -0.1 0.000
H 2.1089 2.9295 -3.7543 -0.1 0.0 0.1 0.000
H 0.6422 3.4038 -2.8630 0.1 -0.2 -0.1 0.000
H 0.7626 1.7913 -3.6795 0.0 0.4 0.0 0.000
C 1.8120 -1.1494 -6.4910 0.2 -0.9 -1.2 0.000
C 1.2683 -0.5529 -7.6474 0.0 -0.2 0.7 0.000
C 1.3893 -1.2002 -8.8785 0.2 -0.1 0.1 0.000
C 2.0733 -2.4205 -8.9828 0.2 0.3 0.7 0.000
C 2.6648 -2.9852 -7.8336 -0.3 0.4 -0.1 0.000
C 2.5403 -2.3545 -6.5890 -0.5 0.2 -0.3 0.000
S 1.6581 -0.3615 -4.9223 -0.3 0.0 0.5 0.000
H 0.5597 -0.9828 -4.3864 0.3 0.3 -0.7 0.000
H 0.7376 0.3958 -7.5177 0.2 -0.4 -0.3 0.000
H 0.9642 -0.7501 -9.7726 0.0 -0.1 0.2 0.000
H 2.1733 -2.9012 -9.9605 0.0 0.1 0.5 0.000
H 3.2220 -3.9163 -7.9064 -0.1 0.2 0.0 0.000
H 2.9687 -2.7993 -5.6889 0.0 0.1 -0.3 0.000
N -0.2157 -0.2426 7.3058 0.6 0.2 -2.6 0.000
C 0.0508 -0.1636 6.1682 -0.5 -0.2 2.1 0.000
C 0.3406 -0.0757 4.7539 -0.7 -0.4 0.0 0.000
C 0.7291 -1.2101 4.0274 0.5 -0.1 -0.4 0.000
C 0.9655 -1.0885 2.6560 -0.8 0.5 0.4 0.000
N 0.7121 0.0683 1.9840 0.9 0.0 0.4 -0.006
C 0.3909 1.1759 2.7087 -0.3 -0.7 -0.4 0.000
C 0.0992 1.1115 4.0634 0.3 0.5 -0.2 0.000
H 0.8179 -2.1796 4.5171 0.3 0.3 -0.1 0.000
H 1.3372 -1.9390 2.0708 -0.3 0.2 0.2 0.000
H 0.3596 2.1159 2.1493 -0.3 -0.3 0.3 0.000
H -0.3292 1.9778 4.5682 0.4 -0.1 0.0 0.000
```
Forces are in eV/Å.

Computed properties:
**Energy**: -80240.2514 eV
**Energy relative to the best compared isomer or geometry (same formula, charge and spin)**: 0.358 eV
**2S+1**: 3
**HOMO-LUMO gap (spin up / spin down)**: 4.749 / 4.993 eV
**Highest occupied orbital energy (spin up / spin down)**: -0.565 / -0.565 Eh
**Total charge**: +3
**LUMO (spin up / spin down)**: -10.63 / -10.38 eV
**Maximum force**: 2.71 eV Å⁻¹
**<S²>**: 2.00

***

[5]
Molecular formula: C5H12N2O
Method: DFT, ωB97M-V with the def2-TZVPD basis set

```
20
Properties=species:S:1:pos:R:3:forces:R:3:nbo_charge:R:1
N -1.6991 -0.6749 2.5230 0.6 -0.4 -0.1 -0.825
C -0.4619 -0.7876 1.7847 0.4 -0.9 0.3 -0.325
C 0.3088 0.4919 1.5402 -0.3 0.4 -0.4 0.658
N 1.1110 0.5664 0.4419 0.0 0.4 0.1 -0.624
C 1.2092 -0.3673 -0.6592 -1.0 -0.7 0.1 -0.220
C -0.0132 -0.4101 -1.5908 0.3 1.6 -0.9 -0.410
C -0.0800 0.9019 -2.4095 0.1 0.0 1.0 -0.608
O 0.2424 1.4261 2.3195 -0.1 -0.1 0.2 -0.632
H -2.4426 -0.4889 1.8698 -0.3 0.5 0.4 0.360
H -1.5807 -0.0075 3.2724 -0.5 0.3 -0.2 0.382
H -0.6672 -1.3565 0.8819 0.1 0.1 -0.2 0.201
H 0.2533 -1.4079 2.3542 -0.2 0.0 -0.1 0.207
H 1.5649 1.4646 0.3823 0.1 0.0 -0.1 0.404
H 1.3436 -1.3621 -0.2324 0.5 -0.1 -0.2 0.199
H 2.0503 -0.0697 -1.2789 0.3 -0.2 0.2 0.210
H 0.0742 -1.2046 -2.3277 0.0 -0.5 0.3 0.209
H -0.9707 -0.4621 -1.0831 0.1 -0.5 0.4 0.200
H 0.6746 0.9751 -3.1634 0.5 -0.3 -0.7 0.200
H -1.0465 1.0207 -2.8722 -0.3 0.2 -0.2 0.212
H 0.1296 1.7525 -1.7525 -0.4 0.0 0.0 0.201
```
Forces are in eV/Å.

Computed properties:
**SMILES**: CCCNC(=O)CN
**Energy**: -10407.5324 eV
**Energy relative to the best compared isomer or geometry (same formula, charge and spin)**: 0.892 eV
**HOMO-LUMO gap**: 10.115 eV
**Highest occupied orbital energy**: -0.339 Eh
**Total charge**: 0
**LUMO**: 0.90 eV
**Maximum force**: 1.87 eV Å⁻¹

***

[6]
Molecular formula: C7H15ClLiNO5
Method: DFT, ωB97M-V with the def2-TZVPD basis set

```
30
Properties=species:S:1:pos:R:3:forces:R:3:nbo_charge:R:1
Li 4.8625 2.7615 18.4624 -1.1 1.2 -0.8 0.836
Cl 3.4926 2.6500 20.4283 0.4 -0.4 0.4 -0.936
C 4.2959 4.3888 16.5327 0.2 1.5 -4.2 0.910
O 3.5098 3.8242 17.2294 -4.6 -4.2 6.0 -0.896
O 5.5146 4.2330 16.7239 5.2 -0.2 1.1 -0.980
O 3.8306 4.9909 15.5307 0.0 2.3 -2.7 -0.952
C 4.0029 0.6049 16.3956 -1.2 -0.4 -1.7 -0.229
O 4.9327 1.2395 17.1578 1.5 -0.1 1.3 -0.535
C 6.2133 0.6403 17.1065 -0.5 -0.2 0.8 -0.052
C 7.2401 1.6760 17.5467 0.3 1.4 -1.2 -0.271
N 6.9094 2.5986 18.6419 -0.1 -1.9 1.5 -0.626
C 7.5637 2.1867 19.9109 1.4 0.9 -1.8 -0.236
C 7.2142 0.8610 20.5286 -1.2 1.4 -0.9 -0.118
O 7.8349 -0.2145 19.8160 -0.1 -0.9 2.3 -0.545
C 7.5282 -1.4257 20.5715 0.4 0.3 -1.7 -0.256
H 4.1811 -0.4496 16.1849 0.7 -0.5 0.4 0.123
H 4.0471 1.0766 15.4140 -0.7 0.2 -0.3 0.187
H 3.0005 0.5995 16.8237 0.1 0.7 0.1 0.204
H 6.4678 0.2541 16.1195 0.1 0.6 -0.6 0.157
H 6.1474 -0.2957 17.6612 0.3 -0.1 0.8 0.149
H 7.3182 2.3119 16.6649 -0.1 0.3 0.0 0.248
H 8.2395 1.2597 17.6732 0.1 -0.5 0.2 0.161
H 7.2681 3.5319 18.4993 -0.6 0.1 -1.0 0.399
H 7.5874 3.0884 20.5227 -0.7 -0.5 0.7 0.209
H 8.6103 2.1116 19.6158 0.8 -0.3 0.3 0.146
H 6.1360 0.7900 20.3856 -0.4 -0.3 0.5 0.218
H 7.4433 0.9596 21.5897 0.3 -0.7 0.2 0.168
H 6.4604 -1.4725 20.7856 0.0 0.0 0.1 0.185
H 8.1131 -1.5914 21.4763 0.1 0.6 0.3 0.156
H 7.8152 -2.2381 19.9039 -0.2 -0.1 -0.1 0.175
```
Forces are in eV/Å.

Computed properties:
**Energy**: -31956.8599 eV
**Energy relative to the best compared isomer or geometry (same formula, charge and spin)**: 1.815 eV
**HOMO-LUMO gap**: 2.682 eV
**Highest occupied orbital energy**: 0.069 Eh
**Total charge**: -2
**LUMO**: 4.57 eV
**Maximum force**: 8.62 eV Å⁻¹

***

[7]
Molecular formula: C3H7NOS
Method: DFT, ωB97M-V with the def2-TZVPD basis set

```
13
Properties=species:S:1:pos:R:3:forces:R:3:nbo_charge:R:1
C 0.8234 0.9000 0.5101 1.7 -0.8 2.9 -0.674
C -0.9923 -0.6011 -0.7790 4.1 -2.6 1.6 -0.568
C 0.2360 -0.4630 0.8013 -3.7 2.4 -2.3 -0.110
N 1.0094 -1.6243 0.6358 0.6 0.0 0.3 0.091
O 2.1112 -1.3753 0.1728 -0.3 -0.8 0.0 -0.329
S -2.1761 0.5594 -0.6886 -3.0 0.3 1.3 0.117
H 0.2104 1.4796 -0.1068 -1.2 1.0 -0.6 0.204
H 1.7620 0.7468 -0.0334 0.1 0.4 0.6 0.242
H 0.9256 1.3949 1.5651 0.3 -0.4 -2.2 0.218
H -0.2032 -0.5724 -1.5693 -1.0 0.1 0.5 0.241
H -1.4278 -1.5944 -0.6537 0.2 0.1 -0.2 0.237
H -0.5705 -0.3204 1.5796 1.1 -1.4 -0.6 0.224
H -1.7082 1.4702 -1.4340 1.0 1.6 -1.3 0.108
```
Forces are in eV/Å.

Computed properties:
**Energy**: -17592.8315 eV
**Energy relative to the best compared isomer or geometry (same formula, charge and spin)**: 5.098 eV
**HOMO-LUMO gap (spin up / spin down)**: 8.534 / 8.537 eV
**Highest occupied orbital energy (spin up / spin down)**: -0.325 / -0.325 Eh
**Total charge**: 0
**LUMO (spin up / spin down)**: -0.32 / -0.32 eV
**Maximum force**: 5.08 eV Å⁻¹